Entry from OMol25: a single C7H8N2OS2 molecule in a non-equilibrium geometry (the ωB97M-V functional and the def2-TZVPD basis).

Values from the calculation:
Strongest force on any atom in eV/A: 4.05
Orbital gap in eV: 9.4
SMILES: OC[C@]1(c2nccs2)N=CCS1
ΔE to the lowest compared entry with this formula, charge and spin in eV: 0.948
HOMO in eV: -8.81

The geometry in ORCA input format:
```
! wB97M-V def2-TZVPD RIJCOSX def2/J DEFGRID3
* xyz 0 1
O 1.712 2.112 -0.597
C 1.699 1.201 0.461
C 0.243 0.306 0.326
C 0.198 -0.702 -0.757
N 1.119 -1.198 -1.511
C 0.558 -2.235 -2.247
C -0.749 -2.539 -2.111
S -1.389 -1.363 -0.987
N -0.862 1.205 0.134
C -1.646 1.340 1.065
C -1.288 0.770 2.425
S -0.036 -0.586 1.981
H 1.663 1.802 -1.465
H 2.583 0.545 0.339
H 1.524 1.635 1.488
H 1.363 -2.848 -2.876
H -1.183 -3.332 -2.677
H -2.385 2.194 1.034
H -1.070 1.515 3.188
H -2.052 0.179 2.787
*
```

***

Entry from OMol25: a molecular structure, C25H55Cl3CsF2I2N3O13P in a non-equilibrium geometry (the ωB97M-V functional and the def2-TZVPD basis).

Values from the calculation:
Strongest force on any atom in eV/A: 10.48
Orbital gap in eV: 1.0
HOMO in eV: -2.42

The geometry in ORCA input format:
```
! wB97M-V def2-TZVPD RIJCOSX def2/J DEFGRID3
* xyz -1 1
C -2.207 -2.650 6.921
C -3.540 -2.952 5.974
O -3.516 -2.142 4.739
C -3.449 -0.703 5.040
C -1.991 -0.071 4.518
O -2.303 0.702 3.306
C -1.181 0.748 2.360
N -1.545 1.202 0.929
C -0.303 1.398 0.104
C 1.140 0.932 0.706
C 1.499 -0.659 0.612
N 2.883 -0.837 1.270
C -2.608 0.305 0.342
I -1.838 -1.654 -0.407
C -3.553 0.874 -0.845
C -4.752 -0.279 -1.058
I -2.703 1.142 -2.824
P -2.199 2.885 1.194
O -3.707 2.857 1.767
O -2.391 3.784 -0.330
O -1.146 3.883 2.161
H -1.276 -2.305 6.264
H -2.533 -1.740 7.621
H -2.009 -3.636 7.518
H -3.477 -4.075 5.643
H -4.557 -2.725 6.508
H -4.303 -0.190 4.384
H -3.695 -0.418 6.153
H -1.269 -0.978 4.360
H -1.616 0.647 5.374
H -0.420 1.504 2.887
H -0.723 -0.347 2.346
H -0.337 0.917 -0.982
H -0.143 2.564 -0.114
H 1.936 1.447 -0.030
H 1.427 1.419 1.758
H 1.660 -0.949 -0.534
H 0.779 -1.385 1.172
H 2.824 -1.780 1.758
H 2.900 -0.154 2.086
H -3.401 -0.078 1.153
H -4.173 1.853 -0.593
H -5.742 0.307 -1.377
H -4.448 -0.956 -1.962
H -5.020 -0.847 -0.075
H -1.522 4.281 -0.474
H -0.205 3.579 1.990
C 2.418 2.543 4.619
Cl 3.346 3.907 3.985
Cl 2.722 1.076 3.680
H 2.709 2.367 5.658
H 1.353 2.783 4.569
C -8.892 0.080 0.154
O -7.766 0.869 -0.181
H -8.923 -0.792 -0.503
H -8.810 -0.251 1.192
H -9.803 0.668 0.019
H -7.765 1.635 0.418
C 6.736 -1.172 -0.970
C 6.165 -2.462 -0.419
O 5.639 -2.243 0.882
H 7.527 -0.791 -0.315
H 7.149 -1.325 -1.971
H 5.964 -0.397 -1.022
H 6.944 -3.227 -0.348
H 5.365 -2.843 -1.061
H 4.943 -1.569 0.807
C -3.350 0.631 -8.150
C -4.301 -0.307 -7.423
C -5.581 0.343 -6.991
O -5.927 -0.387 -5.829
C -4.758 -0.839 -5.297
O -4.641 -1.295 -4.174
O -3.732 -0.724 -6.191
H -2.684 1.144 -7.455
H -2.711 0.052 -8.830
H -3.883 1.368 -8.750
H -4.495 -1.197 -8.030
H -6.367 0.249 -7.750
H -5.472 1.396 -6.721
C 0.760 -4.618 8.685
C 1.179 -3.369 8.027
N 1.509 -2.383 7.507
H -0.282 -4.570 9.019
H 0.844 -5.478 8.012
H 1.373 -4.836 9.566
Cl -10.038 -1.536 1.713
F -7.552 2.419 2.272
Cs 3.547 2.195 7.484
C 9.672 0.652 -7.453
C 8.998 -0.419 -6.613
O 8.762 0.051 -5.281
C 7.691 0.870 -5.128
O 6.924 1.222 -6.011
O 7.635 1.253 -3.828
C 6.602 2.194 -3.548
H 10.577 1.017 -6.957
H 9.938 0.261 -8.439
H 9.016 1.517 -7.592
H 9.662 -1.286 -6.530
H 8.067 -0.770 -7.074
H 5.630 1.837 -3.901
H 6.847 3.160 -4.001
H 6.547 2.325 -2.463
F 5.724 4.288 -4.384
*
```

***

Entry from OMol25: 2 unconnected molecules or ions with the total composition C4H12NO3 in a non-equilibrium geometry (the ωB97M-V functional and the def2-TZVPD basis).

Values from the calculation:
Strongest force on any atom in eV/A: 2.31
Orbital gap in eV: 7.4
ΔE to the lowest compared entry with this formula, charge and spin in eV: 0.556
HOMO in eV: -3.61

The geometry in ORCA input format:
```
! wB97M-V def2-TZVPD RIJCOSX def2/J DEFGRID3
* xyz -1 1
C -0.514 -0.178 -0.311
C -1.882 -0.421 0.299
C -1.917 -1.302 1.534
O -0.975 -1.002 2.538
N 0.268 0.566 0.690
C 1.717 0.761 0.194
O 1.704 1.350 -0.998
H 0.101 -1.053 -0.464
H -0.607 0.432 -1.213
H -2.359 0.538 0.528
H -2.592 -0.918 -0.376
H -2.931 -1.394 1.951
H -1.729 -2.361 1.283
H -0.328 -0.377 2.109
H -0.171 1.478 0.798
H 2.245 1.348 0.960
H 1.988 -0.318 0.177
H 1.669 0.783 -2.612
H 0.652 0.004 -3.341
O 1.600 0.183 -3.406
*
```

***

Entry from OMol25: 2 unconnected molecules or ions with the total composition C3H7N4 in a non-equilibrium geometry (the ωB97M-V functional and the def2-TZVPD basis).

Values from the calculation:
Strongest force on any atom in eV/A: 4.46
Orbital gap in eV: 9.0
ΔE to the lowest compared entry with this formula, charge and spin in eV: 2.869
HOMO in eV: -13.91

The geometry in ORCA input format:
```
! wB97M-V def2-TZVPD RIJCOSX def2/J DEFGRID3
* xyz 1 1
C 0.746 1.931 -0.211
C -0.793 -0.567 0.109
C 1.094 0.706 0.451
N 0.296 2.819 -0.779
N -1.421 -1.312 0.981
N 2.071 -0.092 -0.074
N -1.307 -0.283 -1.096
H 0.805 0.803 1.542
H -1.335 -1.222 2.010
H -2.171 -1.852 0.821
H 2.541 -0.789 0.529
H 2.458 0.258 -0.941
H -0.913 0.368 -1.696
H -2.072 -0.769 -1.647
*
```

***

Entry from OMol25: 8 unconnected molecules or ions with the total composition C8H32O12 in a non-equilibrium geometry (the ωB97M-V functional and the def2-TZVPD basis).

Values from the calculation:
Strongest force on any atom in eV/A: 3.43
Orbital gap in eV: 10.2
SMILES: OCCO.OCCO.OCCO.OCCO.O.O.O.O
ΔE to the lowest compared entry with this formula, charge and spin in eV: 2.516
HOMO in eV: -10.05

The geometry in ORCA input format:
```
! wB97M-V def2-TZVPD RIJCOSX def2/J DEFGRID3
* xyz 0 1
O 2.038 -4.569 -0.804
C 1.717 -3.249 -1.145
C 0.279 -3.088 -1.584
O -0.010 -1.751 -1.925
H 1.479 -5.125 -1.388
H 1.926 -2.648 -0.225
H 2.326 -3.019 -2.017
H -0.465 -3.338 -0.778
H -0.049 -3.729 -2.448
H -0.779 -1.812 -2.514
O -1.862 2.036 -1.486
C -2.457 0.910 -0.831
C -1.548 0.348 0.269
O -2.134 -0.892 0.740
H -1.467 2.690 -0.861
H -3.352 1.281 -0.376
H -2.613 0.182 -1.563
H -1.296 1.073 0.980
H -0.536 0.110 -0.077
H -2.579 -1.390 0.045
O 0.317 1.222 3.155
C -0.778 0.468 3.647
C -0.419 -1.010 3.865
O -0.066 -1.523 2.593
H 0.776 0.654 2.579
H -1.048 0.934 4.613
H -1.764 0.465 3.150
H -1.230 -1.584 4.216
H 0.389 -1.241 4.586
H -0.646 -1.126 1.891
O 3.212 3.334 0.050
C 2.002 4.001 -0.127
C 0.835 3.074 0.087
O -0.376 3.776 0.409
H 3.299 2.976 0.930
H 1.945 4.928 0.484
H 1.965 4.561 -1.058
H 1.084 2.505 1.002
H 0.698 2.303 -0.634
H -0.305 4.472 1.021
O -1.381 0.688 -3.703
H -0.654 1.141 -4.044
H -1.648 1.151 -2.888
O 2.157 -0.395 -1.624
H 1.355 -0.792 -1.836
H 2.046 -0.246 -0.711
O -2.752 -2.440 -1.982
H -2.992 -3.369 -1.967
H -2.308 -2.298 -2.792
O 2.178 -0.048 0.986
H 2.416 -0.896 1.374
H 3.052 0.271 0.694
*
```

***

Entry from OMol25: a single C4H9P molecule in a non-equilibrium geometry (the ωB97M-V functional and the def2-TZVPD basis).

Values from the calculation:
Strongest force on any atom in eV/A: 4.72
Orbital gap in eV: 9.6
SMILES: C/C=C(/C)P
ΔE to the lowest compared entry with this formula, charge and spin in eV: 1.485
HOMO in eV: -8.75

The geometry in ORCA input format:
```
! wB97M-V def2-TZVPD RIJCOSX def2/J DEFGRID3
* xyz 0 1
C -1.662 -1.331 -0.455
C -0.853 -0.011 -0.694
C 0.229 0.342 0.121
C 0.727 1.769 0.044
P 1.512 -0.678 1.593
H -1.063 -2.192 -0.283
H -2.381 -1.505 -1.296
H -2.275 -1.135 0.520
H -1.194 0.750 -1.371
H 0.200 2.375 0.741
H 0.440 2.106 -1.004
H 1.858 1.883 0.044
H 1.672 -1.881 1.050
H 2.790 -0.493 0.990
*
```